Entry 1:
A molecular structure, C11H21Br6Cl3O4Sr4 in a non-equilibrium geometry, computed with ωB97M-V/def2-TZVPD.

```
49
C11H21Br6Cl3O4Sr4 ωB97M-V/def2-TZVPD
Sr -7.21775 -4.13308 -21.75250
Sr -8.84182 1.84648 -24.75091
Sr -10.13700 -1.53785 -23.14302
Sr -5.85286 -0.74044 -23.48209
O -7.86284 -1.53488 -21.78990
C -7.57119 -0.42038 -20.89169
C -7.87859 0.92893 -21.53624
O -7.23999 1.30569 -22.75684
H -6.51617 -0.46359 -20.59357
H -8.29053 -0.48078 -20.07444
H -7.75846 1.73400 -20.80111
H -8.96850 0.96216 -21.74643
O -12.05190 -0.90992 -21.63022
C -12.40018 0.42517 -21.83831
C -12.11707 1.08305 -23.19820
O -10.88138 0.77428 -23.86559
H -11.88219 1.03110 -21.06882
H -13.46225 0.55666 -21.57221
H -12.16715 2.17594 -23.09282
H -12.89358 0.93418 -23.95901
Br -5.78677 4.06196 -24.83720
C -5.41606 4.17322 -22.89637
C -3.90254 4.09885 -22.72731
Br -3.37468 4.39414 -20.88463
H -5.86100 3.30288 -22.41398
H -5.90365 5.06758 -22.52943
H -3.47032 4.86680 -23.36888
H -3.53030 3.13160 -23.04976
Br -10.67194 -3.11929 -17.27712
C -10.04267 -1.33247 -17.81231
C -11.17232 -0.35016 -17.66288
Br -10.52300 1.48294 -17.97582
H -9.77180 -1.42014 -18.86172
H -9.23054 -1.10622 -17.13305
H -11.53576 -0.33611 -16.63727
H -12.03649 -0.53466 -18.29289
Br -11.75979 6.06319 -20.27311
C -11.66916 4.13889 -20.58722
C -10.25543 3.68485 -20.76057
Br -9.71366 4.19187 -22.64868
H -12.34034 3.87038 -21.39537
H -12.07629 3.66250 -19.69204
H -10.11385 2.60936 -20.71852
H -9.53516 4.14708 -20.09346
C -5.36537 1.56107 -17.55934
Cl -5.67428 1.43883 -15.83852
Cl -5.08245 -0.04868 -18.26885
Cl -3.98491 2.60595 -17.88382
H -6.23352 1.97653 -18.05125
```

Charge = +4
LUMO level = -15.28 eV
Spin multiplicity = 1
Relative energy (zero: lowest compared OMol25 entry of this formula, charge and spin) = 0.0 kJ/mol
Strongest force on any atom = 3.60 eV/Å
E_tot = -481062.9173 eV
Gap between HOMO and LUMO = 2.292 eV



Entry 2:
6 unconnected molecules or ions with the total composition C11H21Cl13 in a non-equilibrium geometry, computed with ωB97M-V/def2-TZVPD.

```
45
C11H21Cl13 ωB97M-V/def2-TZVPD
Cl -1.81871 1.55112 1.17385
C -0.42087 0.53438 1.30932
Cl 0.55698 1.09511 2.66765
Cl 0.56734 0.44037 -0.15563
H -0.74575 -0.50739 1.50432
Cl -1.63051 -2.85424 -0.20992
C -1.38697 -3.81159 1.26185
C 0.05838 -4.08901 1.62315
Cl 0.86361 -2.75972 2.39354
H -1.84465 -4.75894 1.01536
H -1.87231 -3.24838 2.01753
H 0.65912 -4.46942 0.81506
H -0.09408 -4.94451 2.26037
Cl 2.90872 -4.78685 -0.57050
C 2.02012 -4.11084 -1.87501
C 1.97613 -2.57800 -1.86779
Cl 0.94286 -2.14815 -3.25695
H 0.96571 -4.42046 -1.79632
H 2.41547 -4.43834 -2.79439
H 2.94787 -2.15791 -2.06058
H 1.47552 -2.15349 -0.98129
Cl -2.39360 5.80655 2.36475
C -1.16140 5.44416 1.16630
C 0.13721 4.90397 1.73647
Cl 1.26257 4.32634 0.46916
H -0.99147 6.32903 0.58055
H -1.52164 4.70056 0.43819
H -0.09211 4.04532 2.39856
H 0.66291 5.65394 2.35789
Cl -5.25363 1.39996 -2.00048
C -4.40750 -0.11148 -1.39598
C -5.42973 -1.11245 -0.99007
Cl -6.48500 -0.64757 0.40387
H -3.66797 0.25882 -0.66572
H -3.90420 -0.49943 -2.29085
H -4.91029 -2.02672 -0.70432
H -6.11123 -1.28031 -1.84412
Cl 4.42749 0.22526 -1.16340
C 3.99842 1.64727 -0.30948
C 4.75089 2.82096 -0.79483
Cl 6.42199 2.79074 -0.14933
H 4.09115 1.52284 0.78150
H 2.92977 1.83891 -0.54898
H 4.26577 3.75926 -0.43022
H 4.83766 2.82037 -1.88310
```

LUMO level = 0.31 eV
Spin multiplicity = 1
Relative energy (zero: lowest compared OMol25 entry of this formula, charge and spin) = 0.0 kJ/mol
Strongest force on any atom = 2.56 eV/Å
E_tot = -174540.0198 eV
Gap between HOMO and LUMO = 10.966 eV



Entry 3:
A molecular structure, C11H21Cl3F3LiMg3O15S2 in a non-equilibrium geometry, computed with ωB97M-V/def2-TZVPD.

```
59
C11H21Cl3F3LiMg3O15S2 ωB97M-V/def2-TZVPD
C -2.01497 2.87519 -3.42375
O -0.99217 3.87712 -3.21421
C -0.17448 4.02031 -4.40809
C 1.31244 3.49975 -4.20407
C 1.45291 1.89433 -4.32797
C 1.20520 1.30126 -2.86009
C 0.61812 -0.18513 -2.85486
C 0.43675 -0.73372 -1.34534
C -0.83636 -0.12426 -0.60255
C -0.60510 1.27002 0.12025
S 0.94326 1.40537 1.09872
O 2.21047 1.59633 0.27124
O 0.98902 0.25959 2.04718
O 0.77840 2.77333 2.01122
H -1.53471 1.87346 -3.71418
H -2.65686 2.71906 -2.49097
H -2.70690 3.17970 -4.27411
H -0.62563 3.44551 -5.28075
H -0.10265 5.14206 -4.61297
H 2.07509 4.00599 -4.89121
H 1.65466 3.75462 -3.14318
H 2.49409 1.60260 -4.67404
H 0.70145 1.49296 -5.07914
H 0.43347 1.96727 -2.36868
H 2.19623 1.36686 -2.30391
H 1.31645 -0.88599 -3.43025
H -0.40199 -0.24513 -3.37252
H 1.40250 -0.68270 -0.74658
H 0.22618 -1.85262 -1.47555
H -1.27088 -0.93450 0.07864
H -1.62377 0.06712 -1.42147
H -1.53131 1.40229 0.93015
H -0.70280 2.16630 -0.57294
O 5.14656 2.77233 0.29278
H 5.78874 2.05465 0.37056
H 4.28899 2.33590 0.38117
Li -2.81811 -0.02007 0.48298
Mg 3.51920 0.16884 -0.57137
C 2.82002 -3.53755 -3.99518
O 3.48541 -4.58435 -3.95123
O 2.32643 -2.95380 -2.98099
O 2.62502 -2.84826 -5.05149
Mg 5.01458 -2.01150 -4.07096
C -2.52330 -3.04002 5.33226
F -1.49836 -2.27043 5.73010
F -2.28686 -4.25954 5.83363
F -3.63160 -2.56523 5.98910
S -2.74341 -3.05075 3.48260
O -1.49023 -3.57383 2.95958
O -2.98795 -1.65514 3.12753
O -3.88402 -3.92171 3.24432
Cl -5.41149 -2.85244 7.33891
Mg 0.97636 4.69218 1.99095
O -1.65409 -5.08551 10.89482
Cl -1.80139 -4.97599 9.46372
O -1.00564 -5.98515 8.81071
O -1.37382 -3.66510 9.03198
O -3.19466 -5.16549 9.11497
Cl -2.35250 2.68363 1.28456
```

LUMO level = -6.03 eV
Spin multiplicity = 1
Relative energy (zero: lowest compared OMol25 entry of this formula, charge and spin) = 0.0 kJ/mol
Strongest force on any atom = 4.37 eV/Å
E_tot = -126364.7052 eV
Gap between HOMO and LUMO = 1.249 eV



Entry 4:
A molecular structure, C11H21F6KO8P in a non-equilibrium geometry, computed with ωB97M-V/def2-TZVPD.

```
48
C11H21F6KO8P ωB97M-V/def2-TZVPD
K 2.27548 -1.87195 -0.55822
C -2.47164 -0.42665 5.09273
O -2.90035 0.85396 4.67047
O -1.23423 -0.61527 4.50357
C -2.55276 -0.79327 6.58305
F -1.80227 -1.82296 7.12606
F -2.29132 0.26183 7.27857
F -3.74892 -1.20368 6.96192
C -4.23252 1.19993 5.11885
C -4.57410 2.39990 4.25552
H -3.96172 3.22457 4.62025
H -4.20586 2.26155 3.23898
H -5.59345 2.73865 4.07033
H -4.43848 1.22757 6.18885
H -4.94791 0.57924 4.57935
H -3.10005 -1.09337 4.50223
C 8.22152 3.48803 -0.34618
O 8.25331 4.94001 -0.34486
O 6.83860 3.23633 -0.41178
C 9.05253 2.89466 -1.57788
F 8.66738 3.42217 -2.77989
F 10.35983 3.21275 -1.64180
F 9.00945 1.59751 -1.75863
C 9.51471 5.63342 -0.31946
C 8.99737 6.92542 -0.97033
H 8.08778 7.39803 -0.59965
H 9.76804 7.67668 -0.79779
H 8.92330 6.66197 -2.02542
H 10.34074 5.30081 -0.94805
H 9.85505 5.78346 0.70512
H 8.68539 3.11863 0.56841
C -6.10165 -5.25624 -5.62988
O -4.76805 -4.89547 -5.26395
P -4.26566 -4.27942 -3.84783
O -2.83910 -3.93645 -3.74091
O -5.31926 -3.04176 -3.64919
C -5.04959 -1.95313 -2.78824
O -4.81121 -5.45117 -2.81592
C -4.41115 -6.81359 -3.04034
H -6.12750 -6.34576 -5.64954
H -6.35852 -4.87940 -6.61988
H -6.84434 -5.00212 -4.87361
H -4.39569 -2.04671 -1.92121
H -6.04477 -1.61137 -2.50377
H -4.50726 -1.11103 -3.21819
H -3.49352 -7.12835 -2.54335
H -4.17744 -7.03331 -4.08207
H -5.28020 -7.42463 -2.79647
```

Charge = -1
LUMO level = -0.64 eV
Spin multiplicity = 1
Relative energy (zero: lowest compared OMol25 entry of this formula, charge and spin) = 681.4 kJ/mol
Strongest force on any atom = 6.16 eV/Å
E_tot = -70043.8455 eV
Gap between HOMO and LUMO = 2.972 eV



Entry 5:
A gas-phase ion, C11H21FOP (charge +1) in a non-equilibrium geometry, computed with ωB97M-V/def2-TZVPD.

```
35
C11H21FOP ωB97M-V/def2-TZVPD
C 1.28865 -1.43966 2.51596
C 0.47827 -0.50282 2.09091
C -1.84963 -0.70342 -3.42755
C 2.24745 -1.09426 -0.75054
C 0.81927 2.07530 1.23958
C -1.24401 -1.61063 -0.28229
C -2.03214 0.97775 0.91187
C 2.09206 0.28488 -0.16272
C -0.73120 0.85538 -1.85706
C -2.01069 0.46375 -2.57750
C 0.81909 0.55143 0.73424
O -0.78810 -1.28633 -3.50706
F -3.04645 0.22908 -1.71361
P -0.78389 0.15635 -0.12458
H 1.22291 -2.08803 3.40793
H 2.22385 -1.44159 1.91866
H -0.50205 -0.28763 2.59780
H -2.80303 -1.20903 -3.79144
H 2.73556 -1.33392 -1.73834
H 1.34209 -1.59595 -0.91656
H 2.91765 -1.73464 -0.17800
H -0.01690 2.15600 1.88945
H 0.92770 2.66809 0.35342
H 1.69257 2.10491 1.82637
H -2.23202 -1.75904 -0.57535
H -1.08320 -2.13533 0.65010
H -0.69828 -2.10345 -0.96833
H -2.97980 0.85423 0.35522
H -1.89473 1.98582 1.08545
H -2.15519 0.47252 1.81496
H 2.98797 0.53228 0.31102
H 1.95119 0.92741 -1.04351
H -0.58677 1.91950 -1.67278
H 0.01570 0.28969 -2.58946
H -2.30697 1.42004 -3.05243
```

Charge = +1
LUMO level = -3.18 eV
Spin multiplicity = 1
Relative energy (zero: lowest compared OMol25 entry of this formula, charge and spin) = 43.6 kJ/mol
Strongest force on any atom = 4.33 eV/Å
E_tot = -25792.1410 eV
Gap between HOMO and LUMO = 10.506 eV



> The highest strongest force on any atom belongs to which entry?

C11H21F6KO8P



> Look up the LUMO level of the second one.

0.31 eV